The following is a DFT calculation (ωB97M-V/def2-TZVPD) of a molecular structure, C26H48Cl2CrN2O3P in a non-equilibrium geometry.

```
83
Properties=species:S:1:pos:R:3:forces:R:3:mulliken_spin:R:1
O 2.14654 1.11373 -3.99714 0.508 -0.414 2.145 0.213
C 1.98922 1.33821 -5.18624 -0.094 2.092 -3.046 0.199
C 2.08402 2.66922 -5.85243 -0.172 -2.826 1.595 0.081
C 2.37532 3.80420 -5.07315 0.251 1.420 0.148 0.210
H 2.54458 3.68462 -4.00222 -0.090 -0.024 -0.279 0.050
C 2.44107 5.05804 -5.67461 -0.032 -0.606 0.245 -0.120
H 2.66223 5.93521 -5.06388 -0.042 -0.128 -0.132 -0.010
C 2.22279 5.20040 -7.05428 0.038 0.347 -0.029 0.302
H 2.26649 6.17992 -7.51881 0.003 -0.027 0.014 0.035
C 1.94857 4.05861 -7.83219 -0.056 -0.673 0.119 -0.073
H 1.78368 4.16234 -8.90796 0.044 -0.049 0.249 -0.007
C 1.88606 2.80724 -7.23313 -0.101 0.561 -1.080 0.077
H 1.68036 1.90365 -7.82044 0.034 0.346 0.111 0.007
H 1.76561 0.50807 -5.89230 -0.049 -0.050 -0.084 0.028
C -3.34259 0.80782 -2.03101 -0.275 0.371 -0.300 0.002
C -3.16081 -0.07011 -0.85716 1.810 -0.253 0.760 -0.265
H -4.39414 0.91900 -2.32529 0.057 0.103 -0.077 -0.005
H -2.77529 0.39887 -2.87936 -0.157 0.144 0.207 -0.004
H -2.90917 1.79311 -1.82095 -0.142 -0.096 -0.181 0.000
C -4.03579 -0.90171 -0.30669 -0.554 -0.265 0.158 0.069
C -5.50792 -1.04001 -0.63136 0.037 -0.016 -0.180 -0.025
H -3.72391 -1.60899 0.47378 0.090 0.384 -0.071 -0.005
H -5.80596 -0.39672 -1.46709 -0.021 -0.191 0.163 0.002
H -6.12549 -0.77942 0.24051 0.055 0.002 -0.123 0.003
H -5.74732 -2.08323 -0.87762 -0.059 0.152 -0.079 0.003
Cr -1.12866 0.02073 -0.00810 -1.313 -0.168 -0.318 3.297
Cl -1.00101 2.27514 0.36546 -0.330 0.473 0.027 -0.001
Cl -0.12378 0.14716 -2.05650 -0.228 -0.189 0.296 0.004
C -2.95661 0.46190 2.32805 1.280 -1.268 -1.070 0.010
O -2.09738 -0.33006 1.84038 -1.078 1.404 1.256 -0.076
N -3.55572 0.25635 3.50401 -0.011 -0.054 0.061 0.003
C -3.21541 -0.85126 4.39059 -0.066 0.011 -0.030 0.000
C -4.66611 1.08990 3.93561 0.077 0.108 0.002 -0.001
H -3.24441 1.36912 1.77400 0.015 -0.269 0.203 0.004
H -2.39208 -1.44110 3.97691 -0.222 0.244 0.017 0.000
H -4.09710 -1.49124 4.53375 0.197 0.055 -0.106 0.000
H -2.93532 -0.45332 5.37672 0.028 -0.069 -0.251 0.000
H -4.84293 1.87263 3.19028 0.008 -0.170 0.213 0.000
H -4.44104 1.55104 4.90740 -0.032 -0.045 -0.228 0.000
H -5.57538 0.48183 4.04953 0.198 0.142 -0.100 0.000
H -0.73873 -5.49134 0.82296 -0.142 0.120 -0.041 0.000
H 1.62851 -5.26559 -0.18091 -0.136 0.204 -0.092 0.000
C -1.09570 -4.85371 0.00556 0.109 -0.022 0.260 -0.001
C 1.17358 -4.62593 -0.94920 -0.024 0.187 -0.180 0.000
N -0.01875 -3.96952 -0.42011 -0.143 -0.503 -0.317 0.005
H -1.95523 -4.26266 0.33376 0.246 -0.102 -0.092 0.001
C -0.19647 -2.65775 -0.54143 -0.991 1.081 0.541 0.019
O -1.16066 -2.03192 -0.01215 1.562 -1.221 -0.782 -0.050
H 1.90472 -3.86989 -1.26108 -0.207 -0.186 0.078 0.000
H 0.54956 -2.11758 -1.14654 -0.143 -0.116 0.290 -0.006
H -1.38145 -5.50891 -0.82854 0.006 0.193 0.117 0.000
H 0.92009 -5.25661 -1.81273 0.036 0.156 0.156 0.000
C 0.04570 1.51231 3.56321 -0.328 0.104 0.074 0.001
C 1.35707 1.32213 2.80736 0.077 -0.062 -0.277 -0.003
C 2.49679 1.08308 3.79685 0.228 0.305 0.164 -0.001
P 1.21257 0.10006 1.39488 -0.286 -0.495 -0.342 0.028
C 2.53825 0.60371 0.19066 -0.267 0.358 0.226 0.002
C 3.75890 1.31519 0.77692 0.191 0.052 -0.277 0.000
C 2.93672 -0.45350 -0.84935 -0.218 0.033 -0.107 0.017
C 1.62123 -1.59804 2.05040 -0.058 0.346 -0.129 -0.023
C 3.01894 -1.85502 2.59460 0.130 -0.403 0.078 0.000
C 0.56020 -2.01551 3.08167 0.010 -0.199 -0.131 0.003
H -0.33559 0.58070 3.99223 0.068 0.042 -0.029 0.000
H -0.71569 1.92677 2.90026 0.074 -0.109 0.049 0.002
H 0.19019 2.22260 4.38676 0.062 -0.072 -0.049 -0.001
H 1.54215 2.26892 2.27490 -0.024 -0.250 0.065 -0.001
H 2.27372 0.26130 4.48676 -0.019 0.135 -0.118 0.000
H 3.45934 0.88718 3.31823 -0.209 -0.027 0.082 0.000
H 2.62003 1.99326 4.40094 -0.019 -0.172 0.003 0.000
H 1.94859 1.37200 -0.34610 0.298 -0.225 -0.085 0.006
H 4.42911 0.65035 1.34035 -0.162 0.094 -0.143 0.002
H 4.32189 1.72373 -0.07402 0.010 -0.040 0.262 0.000
H 3.47255 2.15488 1.41730 0.138 -0.127 -0.094 0.000
H 2.06478 -0.75375 -1.44686 0.350 0.101 0.207 -0.011
H 3.61828 0.03036 -1.56225 -0.124 -0.215 0.113 -0.001
H 3.42840 -1.34285 -0.42526 -0.035 0.249 0.064 0.000
H 1.50259 -2.23866 1.15350 0.031 0.281 0.359 0.002
H 3.20041 -1.33607 3.54060 0.020 -0.131 -0.277 0.000
H 3.07252 -2.93350 2.79986 0.280 0.100 0.021 0.000
H 3.80746 -1.59914 1.87662 -0.176 -0.001 0.189 0.000
H 0.63002 -1.38417 3.98112 -0.044 -0.241 -0.224 0.000
H 0.75998 -3.05844 3.37567 -0.142 0.224 0.060 0.000
H -0.46178 -1.94938 2.67552 0.366 0.046 0.109 0.002
```
Forces are in eV/Å.

Properties
HOMO-LUMO gap (spin up / spin down): 0.068 / 0.213 Ha
Energy relative to the best compared isomer or geometry (same formula, charge and spin): 2.47 kcal/mol
HOMO level (spin up / spin down): -0.077 / -4.016 eV
E_tot: -3660.99534 Eh
E_LUMO (spin up / spin down): 0.065 / 0.065 Ha
Total charge: -1
Spin multiplicity: 5
Expectation value of S²: 6.128

***

The following is a DFT calculation (ωB97M-V/def2-TZVPD) of a molecular structure, C26H48Cl3FeN4O4Si in a non-equilibrium geometry.

```
87
Properties=species:S:1:pos:R:3:forces:R:3:mulliken_spin:R:1
C 2.66234 -1.60340 -3.94449 -0.157 -0.259 0.273 -0.013
C 2.06982 -0.68616 -4.96713 -0.273 0.380 -1.184 0.004
H 2.35800 -2.63834 -4.15299 0.119 0.190 0.170 0.000
H 2.33524 -1.33183 -2.93250 0.136 -0.173 -0.294 0.010
H 3.76658 -1.57498 -3.96779 -0.365 0.051 -0.035 0.001
C 1.94017 -1.02889 -6.26246 0.360 0.449 0.759 0.005
C 2.20130 -2.38772 -6.80634 0.122 -0.463 -0.416 0.000
H 1.65844 -0.29338 -7.01470 -0.094 -0.120 0.384 -0.001
H 1.67556 -3.17123 -6.24104 0.178 0.177 -0.058 0.001
H 3.27242 -2.63928 -6.82099 -0.240 -0.019 -0.003 0.000
H 1.82824 -2.42178 -7.83791 0.194 -0.191 0.191 0.000
Fe 1.06139 0.86724 -0.29176 0.714 -0.460 0.125 3.723
Cl 1.10766 2.58482 0.95154 0.025 0.975 0.419 0.130
Cl 2.18748 -0.97330 -0.26994 0.393 -0.609 0.041 0.122
H -4.42030 1.66609 4.80577 0.065 -0.171 -0.034 0.000
H -2.44958 3.22084 6.18115 0.066 -0.188 0.121 0.000
C -3.69982 0.87357 5.05577 0.146 0.003 -0.098 0.000
C -2.03065 2.20576 6.27404 0.191 0.003 -0.243 0.000
N -2.33685 1.38773 5.10670 -0.225 0.382 -0.499 0.000
H -3.75194 0.08138 4.30238 -0.066 0.219 0.146 0.000
C -1.75860 1.73469 3.89057 -0.434 -0.163 -0.288 0.001
O -2.26109 1.51626 2.80092 0.505 0.283 1.216 0.001
H -0.94253 2.28093 6.39098 -0.222 0.034 0.055 0.000
H -0.77358 2.23804 4.03419 -0.306 -0.215 -0.215 -0.001
H -3.95007 0.47382 6.04231 -0.001 -0.048 -0.154 0.000
H -2.46297 1.73166 7.16253 0.219 0.081 -0.158 0.000
H -1.81332 -5.01380 0.00728 0.226 0.032 0.207 0.000
H -2.14910 -2.24171 -1.39840 -0.079 -0.021 0.087 -0.001
C -1.01733 -4.33316 0.33045 0.272 0.121 0.076 0.000
C -2.59208 -2.59247 -0.45528 0.092 -0.041 0.053 0.003
N -1.57376 -3.00644 0.49403 -0.076 0.182 0.073 0.000
H -0.21676 -4.34185 -0.42465 -0.160 -0.103 0.111 0.000
C -0.99013 -2.08879 1.31996 -0.238 0.569 -0.156 -0.002
O -1.31877 -0.90875 1.35573 0.274 -0.942 -0.144 0.006
H -3.19658 -1.79223 -0.01942 0.129 -0.136 -0.084 0.000
H -0.18613 -2.51305 1.95676 -0.258 0.212 -0.105 0.000
H -0.60069 -4.65876 1.29111 -0.081 -0.093 -0.281 0.000
H -3.21575 -3.46511 -0.67790 -0.018 0.246 0.019 0.000
O 0.90188 0.62303 -3.26962 -2.026 -0.042 -0.554 0.103
C 1.66763 0.70740 -4.47731 0.735 -0.244 -0.151 0.004
C -0.08260 1.14565 -6.28891 -0.356 0.454 -0.487 0.007
C 1.00848 1.58672 -5.53709 0.401 -0.148 0.215 -0.005
H -0.43732 0.12455 -6.19126 0.110 0.409 -0.062 -0.003
C -0.72231 2.00242 -7.19927 0.539 -0.073 0.452 0.001
H 2.60844 1.19392 -4.16915 -0.246 0.083 -0.065 -0.005
C 1.51883 2.86901 -5.74125 -0.298 -0.097 -0.271 0.006
H -1.59468 1.63865 -7.74323 0.253 0.185 0.037 0.000
C -0.21586 3.28967 -7.39263 -0.012 -0.039 0.163 0.001
C 0.91396 3.71065 -6.67538 -0.109 0.039 -0.061 -0.001
H 2.40033 3.17870 -5.17286 -0.329 0.033 -0.217 0.000
H -0.70771 3.95993 -8.10042 0.237 -0.143 0.207 0.000
H 1.32681 4.70561 -6.84416 -0.159 -0.225 0.021 0.000
Si -0.91413 0.48320 -3.29776 2.727 -0.399 1.342 0.063
Cl -0.96727 -1.30779 -4.44208 0.094 -0.579 0.781 0.068
C -2.78266 0.69546 -3.92271 -1.887 0.651 -0.459 0.349
C -1.04745 2.44328 -3.46120 -0.424 2.730 -0.627 0.375
C -0.91100 0.46773 -1.39419 -0.509 -0.312 -0.306 0.044
H -2.77529 0.97241 -4.98589 0.189 -0.137 0.321 0.000
H -3.34600 1.45787 -3.37349 0.377 -0.087 -0.024 0.003
H -3.31164 -0.25645 -3.80741 0.498 -0.035 0.102 0.014
H -0.26314 -0.36394 -1.01694 -0.785 0.159 -0.262 -0.010
H -1.89964 0.35602 -0.93203 0.402 -0.036 0.132 -0.009
H -0.54470 1.49612 -1.07632 -0.804 -0.643 -0.511 -0.034
H -1.20929 2.75696 -4.50433 -0.025 -0.264 0.398 0.012
H -0.12180 2.91548 -3.10540 0.038 -0.708 -0.038 0.018
H -1.86853 2.83023 -2.84001 0.183 -0.483 -0.195 -0.002
C -0.85836 -1.49837 5.93603 -0.785 -0.135 -0.150 0.000
N 0.50428 -1.06825 6.05029 0.202 -0.211 -0.710 0.000
C 0.99251 -0.65266 7.33245 0.008 0.233 0.045 0.000
C 2.50268 -0.70131 7.32387 0.233 -0.208 0.430 0.000
C 3.05310 0.13208 6.19346 -0.027 0.320 -0.001 0.000
N 2.38158 -0.18572 4.95689 -0.413 -0.380 -0.345 0.000
C 2.96845 0.29636 3.72871 0.090 0.190 -0.415 -0.001
C 1.12570 -0.74631 4.86033 -0.152 0.262 -0.216 0.001
O 0.56599 -0.93658 3.77411 0.649 0.070 0.880 0.006
H -0.95200 -2.19647 5.09734 -0.031 0.118 0.261 0.000
H -1.53455 -0.65084 5.73273 0.158 -0.339 0.121 0.000
H -1.15723 -1.98853 6.86757 0.033 -0.001 -0.122 0.000
H 0.64730 0.36820 7.57903 0.028 -0.141 0.072 0.000
H 0.57503 -1.34020 8.07423 0.120 0.150 0.064 0.000
H 2.83032 -1.73805 7.20213 -0.063 0.036 0.025 0.000
H 2.88702 -0.33557 8.27863 0.053 -0.033 -0.049 0.000
H 4.12422 -0.06175 6.04786 -0.163 0.071 0.142 0.000
H 2.93961 1.20511 6.43237 0.073 -0.150 -0.059 0.000
H 2.55777 1.27538 3.43202 0.142 -0.212 0.053 0.000
H 4.05144 0.39339 3.87429 -0.225 -0.050 -0.106 0.000
H 2.75551 -0.40883 2.91950 0.124 0.189 0.121 0.002
```
Forces are in eV/Å.

Properties
HOMO-LUMO gap (spin up / spin down): 0.327 / 0.186 Ha
Energy relative to the best compared isomer or geometry (same formula, charge and spin): 39.59 kcal/mol
HOMO level (spin up / spin down): -8.293 / -8.294 eV
E_tot: -4473.29273 Eh
E_LUMO (spin up / spin down): 0.022 / -0.119 Ha
Spin multiplicity: 6
Expectation value of S²: 8.767